(1)
The following is a quantum chemistry calculation of a single C4H9N molecule in a non-equilibrium geometry, from the OMol25 dataset.

Properties
**2S+1**: 1
**Structure (SMILES)**: C[C@@H]1CCN1
**LUMO energy**: 1.2 eV
**HOMO**: -0.32268 hartree
**Strongest force on any atom**: 3.86 eV/Å
**Frontier orbital gap**: 9.953 eV

Cartesian coordinates (Å):
N: -0.68 0.76 -0.87
C: 0.49 1.40 -0.21
C: -0.17 -0.53 -0.53
C: -0.83 -1.26 0.53
C: 1.18 0.09 -0.10
H: 0.40 1.82 0.90
H: 1.43 -0.14 1.03
H: -1.88 -1.37 0.29
H: 0.96 2.21 -0.76
H: -0.74 -0.72 1.54
H: -0.16 -1.07 -1.52
H: -1.62 1.00 -0.46
H: -0.48 -2.16 0.86
H: 2.09 -0.05 -0.69

***

(2)
The following is a quantum chemistry calculation of a molecular structure, C4HO2Tl in a non-equilibrium geometry, from the OMol25 dataset.

Properties
**2S+1**: 2
**Net charge**: +1
**LUMO energy (spin up / spin down)**: -6.9 / -7.5 eV
**HOMO (spin up / spin down)**: -0.52269 / -0.53117 hartree
**Strongest force on any atom**: 8.85 eV/Å
**Frontier orbital gap (spin up / spin down)**: 7.362 / 6.938 eV

Cartesian coordinates (Å):
Tl: 3.05 0.73 1.12
O: -1.88 -1.24 -0.83
O: 1.84 0.74 -0.50
C: -1.38 0.81 0.61
C: 1.02 0.91 0.46
C: -1.31 -0.38 -0.04
C: -0.07 0.02 0.67
H: -1.26 -1.59 -1.49